{"formula": "C4H5NO2", "method": "ωB97M-V/def2-TZVPD", "multiplicity": 1, "e_tot_ev": -9809.6696, "homo_lumo_gap_ev": 8.85, "de_lowest_kj_mol": 448.2, "total_charge": 0, "symbols": ["O", "C", "C", "C", "N", "C", "O", "H", "H", "H", "H", "H"], "coordinates": [[-2.036, 0.335, 0.818], [-1.667, -0.557, 0.083], [-0.918, -0.530, -1.186], [0.708, 1.319, 0.358], [1.399, 0.067, 0.584], [1.181, -0.946, -0.108], [0.306, -0.960, -1.236], [-2.101, -1.588, 0.149], [0.076, 1.339, -0.544], [1.452, 2.114, 0.280], [0.055, 1.514, 1.211], [1.716, -1.888, -0.018]], "nbo_charge": [-0.531, 0.227, 0.285, -0.453, -0.377, 0.346, -0.474, 0.136, 0.179, 0.220, 0.248, 0.193]}



{"formula": "C4H5NO2", "method": "ωB97M-V/def2-TZVPD", "multiplicity": 1, "e_tot_ev": -9811.9321, "homo_lumo_gap_ev": 9.90, "smiles": "Cn1ccc(=O)o1", "de_lowest_kj_mol": 229.9, "total_charge": 0, "symbols": ["C", "N", "C", "C", "C", "O", "O", "H", "H", "H", "H", "H"], "coordinates": [[-1.539, -0.807, 0.232], [-0.548, -0.136, -0.608], [-0.075, 1.100, -0.254], [1.251, 1.106, -0.046], [1.710, -0.271, -0.104], [2.746, -0.890, 0.011], [0.562, -0.949, -0.543], [-1.668, -0.277, 1.150], [-2.481, -0.841, -0.346], [-1.106, -1.801, 0.365], [-0.711, 1.884, -0.117], [1.859, 1.882, 0.262]], "nbo_charge": [-0.433, -0.099, 0.047, -0.405, 0.716, -0.571, -0.359, 0.197, 0.212, 0.247, 0.211, 0.236]}



{"formula": "C4H5NO2", "method": "ωB97M-V/def2-TZVPD", "multiplicity": 1, "e_tot_ev": -9810.6665, "homo_lumo_gap_ev": 11.59, "de_lowest_kj_mol": 352.0, "total_charge": 0, "symbols": ["O", "C", "C", "C", "N", "C", "O", "H", "H", "H", "H", "H"], "coordinates": [[-1.181, 0.060, 1.132], [-1.543, -0.433, -0.125], [-0.677, 0.458, -0.874], [-0.307, 1.033, 0.492], [3.420, -0.658, 0.668], [2.426, -1.079, 0.260], [-0.415, -0.957, -0.797], [-2.504, -0.912, -0.265], [-0.730, 0.918, -1.850], [-0.693, 2.043, 0.654], [0.731, 0.946, 0.821], [1.472, -1.419, -0.116]], "nbo_charge": [-0.501, 0.327, -0.021, -0.097, -0.330, 0.057, -0.510, 0.201, 0.217, 0.197, 0.205, 0.256]}



Number 1: LUMO level -0.3 eV. Number 2: LUMO level 0.6 eV. Number 3: LUMO level 0.9 eV.